Entry 1:
The ion C3H9N4 with charge +1. Source: the Open Molecules 2025 dataset; level of theory: ωB97M-V with the def2-TZVPD basis set.

The geometry in XYZ format:
```
16
Properties=species:S:1:pos:R:3
N -0.613 -1.509 1.519
N -0.599 -0.359 0.697
C -0.997 -0.556 -0.794
N -0.384 0.324 -1.739
C 0.549 1.131 -1.498
C 0.930 1.458 -0.042
N 0.773 0.098 0.678
H -0.368 -2.436 1.011
H -1.594 -1.622 1.830
H -2.127 -0.275 -0.697
H -0.883 -1.593 -1.006
H 0.951 1.679 -2.327
H 1.867 1.911 0.119
H -0.012 2.121 0.214
H 1.472 -0.650 0.300
H 1.034 0.279 1.737
```

Orbital gap ... 10.35 eV
Net charge ... +1
SMILES ... NN1CN=CC[NH2+]1

---

Entry 2:
A cluster of 2 separate species, C3H2N2O2 in total. Source: the Open Molecules 2025 dataset; level of theory: ωB97M-V with the def2-TZVPD basis set.

The geometry in XYZ format:
```
9
Properties=species:S:1:pos:R:3
C 0.594 -2.622 -0.058
C -0.489 1.097 0.249
C 0.263 2.034 -0.723
N 1.205 -1.616 -0.306
N -0.784 2.350 0.090
O 0.218 -3.658 0.262
O -0.768 0.081 0.754
H 1.009 -0.787 -0.796
H -1.249 3.121 0.527
```

Orbital gap (alpha / beta) ... 8.33 / 8.10 eV
Spin multiplicity ... 3
Net charge ... 0

---

Entry 3:
The ion C2H3FNO2 with charge -1. Source: the Open Molecules 2025 dataset; level of theory: ωB97M-V with the def2-TZVPD basis set.

The geometry in XYZ format:
```
9
Properties=species:S:1:pos:R:3
O -2.867 -0.126 0.057
C -1.951 -0.986 0.132
O -1.814 -2.179 0.048
N -0.482 -0.110 0.577
C 0.440 0.057 -0.398
F 0.174 1.095 -1.452
H -0.813 0.687 1.006
H 0.860 -0.865 -0.885
H 1.265 0.676 0.004
```

Orbital gap ... 8.73 eV
Net charge ... -1
SMILES ... O=C([O-])NCF

---

Entry 4:
A cluster of 2 separate species, C5H9NO3 in total. Source: the Open Molecules 2025 dataset; level of theory: ωB97M-V with the def2-TZVPD basis set.

The geometry in XYZ format:
```
18
Properties=species:S:1:pos:R:3
N -1.520 -0.715 -1.873
C -0.637 -0.004 -1.389
C -0.123 0.858 -0.486
C 0.834 0.402 0.594
C 0.095 -0.400 1.665
O 0.854 -0.417 2.851
C -1.267 0.203 1.975
O -1.614 1.285 1.551
H -2.432 -0.680 -1.414
H -0.166 1.917 -0.750
H 1.301 1.278 1.068
H 1.629 -0.230 0.179
H -0.097 -1.423 1.289
H 0.667 -1.211 3.359
H -2.016 -0.498 2.403
O 1.425 -0.040 -4.070
H 0.779 -0.018 -3.213
H 2.286 -0.307 -3.737
```

Orbital gap ... 9.01 eV
Net charge ... 0
SMILES ... N=C=CC[C@@H](O)C=O.O

---

Entry 5:
A cluster of 2 separate species, C22H37F3N5O9PS2 in total. Source: the Open Molecules 2025 dataset; level of theory: ωB97M-V with the def2-TZVPD basis set.

The geometry in XYZ format:
```
79
Properties=species:S:1:pos:R:3
C -1.055 5.364 2.516
C -0.873 4.046 2.246
C -0.585 3.644 0.819
C -1.006 2.259 0.342
C -0.311 2.211 -1.120
O 0.933 2.281 -1.192
O -1.064 2.163 -2.104
N -2.415 2.003 -0.017
C -3.490 2.293 0.994
C -4.814 2.721 0.302
S -5.634 4.018 1.316
C -6.446 2.989 2.492
N -7.695 2.690 2.583
N -7.771 1.824 3.663
C -6.583 1.670 4.132
O -5.668 2.395 3.436
C -2.446 0.627 -0.164
N -3.420 -0.009 -0.763
O -3.365 -1.371 -0.872
C -4.270 -1.947 0.129
C -4.826 -3.280 -0.359
C -5.458 -3.990 0.850
N -1.352 -0.028 0.316
C -0.603 1.013 1.077
S -1.165 0.751 2.855
C 0.876 0.575 1.077
O 0.951 -0.698 1.774
C 2.073 -0.858 2.489
F 3.170 -0.404 1.878
F 1.998 -0.316 3.710
F 2.246 -2.179 2.672
H -1.825 5.904 1.964
H -0.469 5.893 3.263
H -0.904 3.367 3.098
H 0.485 3.781 0.654
H -1.070 4.366 0.146
H -3.227 3.055 1.725
H -3.692 1.385 1.572
H -5.510 1.878 0.346
H -4.664 3.064 -0.721
H -6.366 1.025 4.967
H -4.197 0.513 -1.147
H -3.728 -2.012 1.079
H -5.113 -1.253 0.212
H -4.008 -3.865 -0.783
H -5.562 -3.041 -1.129
H -5.851 -4.957 0.534
H -4.674 -4.149 1.593
H -6.281 -3.405 1.265
H -1.552 -0.879 0.824
H -2.024 -0.286 2.824
H 1.227 0.391 0.067
H 1.483 1.320 1.593
O 7.231 -2.801 -2.654
P 6.175 -1.831 -2.256
O 5.000 -2.751 -1.597
C 5.307 -3.520 -0.435
C 5.476 -2.648 0.793
O 5.518 -1.531 -3.734
C 6.363 -1.412 -4.879
C 6.143 -2.590 -5.804
O 5.694 -0.411 -1.652
C 4.555 0.346 -2.107
C 3.226 -0.183 -1.625
H 6.204 -4.121 -0.609
H 4.474 -4.209 -0.290
H 6.338 -1.983 0.686
H 5.625 -3.262 1.682
H 4.601 -2.020 0.942
H 7.412 -1.341 -4.590
H 6.096 -0.482 -5.388
H 6.329 -3.531 -5.286
H 6.800 -2.531 -6.674
H 5.108 -2.612 -6.149
H 4.564 0.475 -3.186
H 4.697 1.344 -1.689
H 2.953 -1.103 -2.144
H 2.444 0.556 -1.818
H 3.255 -0.400 -0.557
```

Orbital gap ... 7.90 eV
Net charge ... 0

---

Entry 6:
The molecule C2HF2NS. Source: the Open Molecules 2025 dataset; level of theory: ωB97M-V with the def2-TZVPD basis set.

The geometry in XYZ format:
```
7
Properties=species:S:1:pos:R:3
N 1.141 -2.133 0.200
C 0.622 -1.109 0.052
C 0.154 0.640 -0.189
F 1.328 1.306 -0.006
F -0.295 0.850 -1.468
S -1.190 0.745 1.051
H -1.760 -0.298 0.361
```

Orbital gap ... 10.81 eV
Net charge ... 0
SMILES ... N#CC(F)(F)S

---

Entry 7:
The molecule C4H7NS. Source: the Open Molecules 2025 dataset; level of theory: ωB97M-V with the def2-TZVPD basis set.

The geometry in XYZ format:
```
13
Properties=species:S:1:pos:R:3
C 1.570 0.017 0.508
C 0.612 1.123 0.108
S 0.997 2.672 0.144
N -0.753 0.783 -0.247
C -1.493 -0.399 0.294
C -0.944 -0.486 -1.092
H 1.561 -0.036 1.748
H 2.557 0.165 0.128
H 1.205 -1.074 0.133
H -2.607 -0.163 0.507
H -1.011 -0.987 1.081
H -1.451 -0.270 -2.072
H -0.243 -1.346 -1.239
```

Orbital gap ... 8.67 eV
Net charge ... 0
SMILES ... CC(=S)N1CC1

---

Entry 8:
A cluster of 10 separate species, H21O10 in total. Source: the Open Molecules 2025 dataset; level of theory: ωB97M-V with the def2-TZVPD basis set.

The geometry in XYZ format:
```
31
Properties=species:S:1:pos:R:3
O -2.424 -1.539 1.960
H -1.720 -1.785 1.353
H 1.243 1.337 0.921
O 1.206 1.729 2.422
H 1.716 0.935 2.642
H 0.375 1.605 2.879
O 1.754 3.147 -0.684
H 2.512 -1.056 3.490
H 1.796 3.729 -1.452
O 1.153 0.701 0.103
H 1.479 1.436 -0.505
H 0.126 0.699 -0.252
O -0.847 -0.793 -0.050
H -0.672 -3.762 -0.049
H -1.021 -1.190 -0.919
O 1.305 -0.545 -3.386
H 0.806 -1.025 -4.036
H -1.702 -0.317 -0.091
O -0.564 1.798 -1.345
H 2.194 -0.837 -3.610
H -0.813 1.422 -2.177
O -3.531 -0.021 -1.244
H -3.697 0.426 -0.408
H -1.233 2.387 -1.034
O 1.848 -0.879 2.816
H -2.195 -1.345 2.866
O 0.236 -3.480 -0.204
H 0.277 -3.597 -1.162
H -3.954 -0.872 -1.063
H 2.520 3.395 -0.149
H 1.827 -1.703 2.370
```

Orbital gap ... 11.21 eV
Net charge ... +1

---

Entry 9:
A cluster of 2 separate species, C21H26N4O6 in total. Source: the Open Molecules 2025 dataset; level of theory: ωB97M-V with the def2-TZVPD basis set.

The geometry in XYZ format:
```
57
Properties=species:S:1:pos:R:3
C -1.923 1.147 -4.771
C -1.854 0.754 -3.322
C -1.367 -0.504 -2.947
C -1.307 -0.865 -1.597
C -1.738 0.017 -0.601
N -1.649 -0.403 0.729
C -2.534 -0.103 1.744
O -3.540 0.558 1.552
N -2.229 -0.647 2.976
C -3.024 -0.753 4.126
C -4.382 -0.400 4.215
C -5.089 -0.580 5.406
C -4.455 -1.128 6.522
C -3.099 -1.494 6.467
C -2.425 -2.084 7.642
O -1.213 -2.233 7.619
O -3.180 -2.451 8.702
C -2.403 -1.290 5.259
C -2.206 1.284 -0.980
C -2.266 1.648 -2.329
H -2.797 1.779 -4.956
H -2.001 0.262 -5.410
H -1.022 1.702 -5.051
H -1.041 -1.204 -3.710
H -0.936 -1.848 -1.327
H -1.079 -1.220 0.901
H -1.283 -0.996 3.059
H -4.920 0.016 3.371
H -6.137 -0.297 5.461
H -5.023 -1.269 7.438
H -2.542 -2.804 9.340
H -1.354 -1.564 5.208
H -2.528 1.998 -0.229
H -2.635 2.633 -2.601
C 5.162 3.022 -3.849
N 4.418 1.924 -3.235
C 3.122 1.669 -3.458
O 2.454 2.345 -4.235
C 2.463 0.450 -2.784
C 1.797 0.840 -1.455
O 2.709 1.447 -0.563
N 3.301 -0.766 -2.639
C 4.418 -0.913 -1.925
C 5.117 -2.249 -2.024
O 4.874 -0.036 -1.204
H 6.220 2.944 -3.598
H 5.043 2.988 -4.934
H 4.775 3.975 -3.485
H 4.886 1.360 -2.536
H 1.642 0.176 -3.447
H 1.371 -0.048 -0.987
H 0.989 1.545 -1.656
H 3.532 0.928 -0.558
H 3.023 -1.560 -3.193
H 5.462 -2.404 -3.045
H 4.430 -3.045 -1.743
H 5.972 -2.253 -1.348
```

Orbital gap ... 8.53 eV
Net charge ... 0
SMILES ... Cc1ccc(NC(=O)Nc2cccc(C(=O)O)c2)cc1.CNC(=O)[C@H](CO)NC(C)=O

---

| no. | energy (eV) | largest force on an atom (eV Å⁻¹) |
| --- | --- | --- |
| 1 | -9207.282 | 4.26 |
| 2 | -10212.098 | 4.29 |
| 3 | -10426.314 | 4.87 |
| 4 | -12960.407 | 3.94 |
| 5 | -88398.556 | 6.65 |
| 6 | -19848.119 | 3.67 |
| 7 | -16583.903 | 4.00 |
| 8 | -20809.371 | 2.48 |
| 9 | -40446.783 | 1.89 |